1.
The following is a quantum chemistry calculation of a structure of composition C15H31BF4P2Re in a non-equilibrium geometry, from OMol25.

* molar mass: 546.4 g mol⁻¹
* frontier orbital gap (alpha / beta): 6.76 / 5.30 eV
* highest occupied orbital energy (alpha / beta): -15.37 / -15.46 eV
* E: -48293.37008 eV
* strongest force on any atom: 4.38 eV Å⁻¹

Structure (ORCA input):
```
! RIJCOSX wB97M-V def2-TZVPD def2/J DEFGRID3
* xyz 2 4
P -0.052 -1.834 -1.094
P -0.312 1.797 -1.935
C -0.418 -0.929 -2.745
C 0.290 0.384 -2.979
H -1.509 -0.845 -2.827
H -0.076 -1.576 -3.560
H 1.373 0.287 -2.856
H 0.116 0.707 -4.003
C -1.401 2.764 -3.068
H -1.865 3.636 -2.564
H -2.231 2.150 -3.462
H -0.787 3.127 -3.920
C 1.165 2.909 -2.078
H 1.053 3.478 -3.017
H 2.068 2.286 -2.103
H 1.227 3.615 -1.248
C -1.183 -3.276 -1.305
H -1.120 -3.943 -0.408
H -0.979 -3.909 -2.211
H -2.256 -2.947 -1.366
C 1.525 -2.695 -1.555
H 2.291 -1.936 -1.817
H 1.454 -3.423 -2.402
H 1.908 -3.251 -0.672
Re 0.003 -1.095 1.881
C 0.423 1.762 2.246
C -0.910 1.502 2.062
C -1.709 1.485 0.803
C -1.996 0.095 0.070
C -1.135 -1.113 0.205
C 1.364 -0.785 0.438
C 1.429 0.680 0.142
C 1.555 1.752 1.255
C 0.842 -2.777 2.571
H 0.821 1.942 3.246
H -1.586 1.581 2.898
H -1.329 2.196 0.026
H -2.702 1.886 1.088
H -3.015 -0.233 0.377
H -1.955 0.445 -0.981
H -1.548 -2.072 0.721
H 2.270 -1.438 0.355
H 0.437 0.997 -0.335
H 2.257 0.876 -0.549
H 2.510 1.569 1.764
H 1.649 2.730 0.739
H 1.657 -2.610 3.283
H 1.224 -3.424 1.774
H 0.111 -3.343 3.151
F -0.632 -0.782 3.745
B -0.101 0.346 5.480
F 1.178 0.129 5.137
F -0.717 1.493 5.140
F -0.673 -0.367 6.469
*
```



2.
The following is a quantum chemistry calculation of a structure of composition C15H31BF4P2Zn in a non-equilibrium geometry, from OMol25.

* molar mass: 425.6 g mol⁻¹
* frontier orbital gap: 8.04 eV
* highest occupied orbital energy: -8.05 eV
* E: -94604.05557 eV
* strongest force on any atom: 2.30 eV Å⁻¹

Structure (ORCA input):
```
! RIJCOSX wB97M-V def2-TZVPD def2/J DEFGRID3
* xyz 0 1
P -0.179 0.068 -3.168
P -0.458 -2.677 -1.830
C -0.030 -1.416 -4.300
C -0.725 -2.633 -3.685
H 1.044 -1.602 -4.449
H -0.473 -1.150 -5.270
H -1.812 -2.599 -3.854
H -0.338 -3.570 -4.108
C 1.083 -3.693 -1.844
H 1.280 -4.045 -0.822
H 1.933 -3.079 -2.173
H 0.959 -4.551 -2.519
C -1.682 -3.985 -1.427
H -1.521 -4.874 -2.052
H -2.694 -3.587 -1.591
H -1.574 -4.244 -0.365
C 1.019 1.168 -4.019
H 0.967 2.163 -3.553
H 0.783 1.240 -5.091
H 2.034 0.767 -3.884
C -1.752 0.736 -3.859
H -2.600 0.122 -3.527
H -1.703 0.742 -4.957
H -1.894 1.759 -3.485
Zn -0.114 1.784 4.313
C -0.478 0.203 2.790
C 0.830 -0.141 2.587
C 1.464 -0.353 1.259
C 2.042 0.929 0.607
C 1.153 2.130 0.572
C -0.179 2.143 0.430
C -1.073 0.948 0.342
C -1.481 0.228 1.655
C -0.023 3.604 3.616
H -0.971 -0.041 3.764
H 1.485 -0.300 3.450
H 0.762 -0.829 0.567
H 2.299 -1.065 1.376
H 2.963 1.203 1.142
H 2.363 0.686 -0.422
H 1.700 3.073 0.631
H -0.700 3.093 0.298
H -0.620 0.216 -0.344
H -2.007 1.278 -0.147
H -2.415 0.676 2.026
H -1.750 -0.811 1.387
H -0.775 4.235 4.118
H -0.230 3.574 2.534
H 0.980 4.014 3.813
F 0.850 0.513 5.912
B 0.656 1.705 6.770
F 0.714 1.429 8.098
F 1.580 2.671 6.323
F -0.692 2.145 6.364
*
```



Values of energy relative to the best compared isomer or geometry (same formula, charge and spin), in order: 6.05; 0.00, all in kcal per mole.